ORCA calculation (ωB97M-V/def2-TZVPD) on a 22-piece molecular cluster, C67H138N10O17 overall.

## Properties
frontier orbital gap: 0.3665 Eh
HOMO level: -9.757 eV

Atoms and positions in Å:
C (-2.8666, -0.9136, 6.4104)
C (-3.8159, -1.5650, 5.4525)
C (-3.3786, -1.4547, 3.9835)
C (-3.1213, -0.1269, 3.4495)
N (-2.8393, 0.7903, 2.8169)
H (-3.0670, -1.1440, 7.4614)
H (-3.0787, 0.1663, 6.3222)
H (-1.8116, -1.0678, 6.1794)
H (-4.8372, -1.1350, 5.5343)
H (-3.9414, -2.6040, 5.6907)
H (-4.1499, -1.8815, 3.3684)
H (-2.4104, -2.0091, 3.8404)
C (2.7398, -3.5370, 1.2300)
C (3.6189, -4.6304, 0.6273)
C (5.1244, -4.2914, 0.5142)
C (5.4998, -3.3481, -0.5273)
N (5.8483, -2.5688, -1.3227)
H (2.9338, -2.6220, 0.6630)
H (3.0165, -3.3910, 2.2916)
H (1.6824, -3.6567, 1.1906)
H (3.2934, -4.8609, -0.3747)
H (3.5422, -5.5835, 1.2329)
H (5.7960, -5.1143, 0.2327)
H (5.4406, -3.8521, 1.5044)
C (1.1346, 5.6091, -4.5695)
C (1.9822, 4.6991, -3.6040)
C (1.8413, 5.0019, -2.1160)
C (0.4391, 4.9989, -1.7764)
N (-0.7026, 4.9145, -1.7937)
H (0.0476, 5.7517, -4.2798)
H (1.2237, 5.1775, -5.5701)
H (1.7294, 6.5506, -4.7381)
H (3.0011, 4.9437, -3.8660)
H (1.8862, 3.6164, -3.7343)
H (2.2632, 6.0140, -1.8873)
H (2.4213, 4.3259, -1.4754)
C (-4.3204, -2.8006, 0.1881)
C (-4.7075, -2.0660, -1.0630)
C (-5.6918, -2.8711, -1.8317)
C (-5.2209, -4.1688, -2.3996)
N (-4.6441, -5.1214, -2.7903)
H (-5.1374, -3.0936, 0.8752)
H (-3.5083, -2.2987, 0.7231)
H (-3.9709, -3.7918, -0.2253)
H (-3.7384, -1.9127, -1.5826)
H (-5.1727, -1.1007, -0.8209)
H (-6.0596, -2.2460, -2.7074)
H (-6.6109, -3.1507, -1.2626)
C (5.3220, 2.0668, -5.1886)
C (5.3832, 0.5783, -4.7391)
C (6.8098, 0.1531, -4.1751)
C (7.0067, 0.7535, -2.8512)
N (7.2427, 1.2852, -1.8796)
H (6.1290, 2.3236, -5.8367)
H (5.4400, 2.7745, -4.3598)
H (4.4008, 2.3330, -5.6888)
H (5.0792, -0.0319, -5.6109)
H (4.5959, 0.4070, -3.9531)
H (7.7395, 0.1986, -4.7021)
H (6.8048, -0.9674, -3.9322)
C (3.1763, 3.8128, 4.5492)
C (4.5244, 4.2964, 4.0784)
C (4.8305, 5.7311, 4.4334)
C (3.8360, 6.7412, 3.9604)
N (3.0840, 7.4616, 3.5065)
H (2.4467, 4.2764, 3.8211)
H (2.8877, 4.1041, 5.5144)
H (3.0194, 2.7303, 4.5309)
H (4.6820, 4.0871, 3.0301)
H (5.3389, 3.7093, 4.5719)
H (5.8742, 6.1839, 4.1614)
H (4.8775, 5.8501, 5.5024)
C (-0.6017, -4.0275, -0.9747)
C (-1.2446, -4.9863, -1.9856)
C (-0.5925, -6.4223, -1.9323)
C (0.9515, -6.4607, -2.0232)
N (2.0990, -6.4688, -2.1007)
H (0.4389, -3.8561, -1.2197)
H (-0.6427, -4.4886, -0.0266)
H (-1.0279, -3.0592, -1.0644)
H (-1.1979, -4.5865, -2.9620)
H (-2.2548, -5.2113, -1.7161)
H (-0.9333, -7.0411, -2.7756)
H (-0.7073, -6.9668, -0.9751)
C (-2.4214, 5.3663, 3.0890)
C (-2.3241, 5.4722, 1.5609)
C (-2.7050, 4.1210, 0.9505)
C (-4.0787, 3.7417, 1.1165)
N (-5.1511, 3.3563, 1.0837)
H (-2.1794, 6.3614, 3.6001)
H (-1.7855, 4.5488, 3.5447)
H (-3.3850, 4.9937, 3.4267)
H (-1.2839, 5.5392, 1.3412)
H (-2.8756, 6.3324, 1.1848)
H (-2.1292, 3.3518, 1.4185)
H (-2.4985, 4.1038, -0.1260)
C (0.6304, 1.9239, 1.3192)
C (0.2103, 1.0344, 0.1015)
C (-0.9076, 0.0620, 0.3156)
C (-0.5524, -0.9598, 1.3335)
N (-0.2028, -1.5090, 2.2966)
H (1.1282, 2.8239, 0.9565)
H (1.2637, 1.3489, 2.1232)
H (-0.2977, 2.2482, 1.7712)
H (1.0895, 0.4389, -0.1937)
H (-0.0019, 1.6763, -0.7483)
H (-1.1195, -0.3982, -0.6348)
H (-1.7334, 0.5707, 0.8491)
C (-7.4161, -0.6232, 2.0767)
C (-6.8117, 0.8057, 1.9961)
C (-7.9107, 1.8009, 1.4301)
C (-9.1956, 1.8110, 2.1310)
N (-10.1439, 1.5991, 2.7570)
H (-8.0860, -0.7151, 1.2334)
H (-7.9552, -0.7929, 2.9870)
H (-6.6287, -1.3572, 2.0209)
H (-6.0102, 0.8582, 1.2880)
H (-6.4480, 1.0427, 3.0112)
H (-8.1838, 1.6664, 0.4026)
H (-7.4865, 2.8479, 1.5014)
O (1.0916, -1.5859, -1.9063)
C (1.5611, -1.1910, -2.9887)
O (2.3984, -1.8122, -3.7403)
C (3.0250, -2.9927, -3.2554)
C (4.1574, -3.3980, -4.2012)
C (1.1841, 0.2119, -3.4833)
H (2.2912, -3.8171, -3.0868)
H (3.4435, -2.7773, -2.2630)
H (3.7701, -3.6333, -5.1899)
H (4.8160, -4.2219, -3.8895)
H (4.7664, -2.4823, -4.2785)
H (1.1751, 0.2455, -4.6159)
H (1.9073, 0.9839, -3.1767)
H (0.2151, 0.4552, -3.1404)
O (-6.2654, -0.1263, -3.6594)
C (-6.3788, 0.3109, -4.7569)
O (-5.9431, -0.3147, -5.8494)
C (-5.2796, -1.5611, -5.6520)
C (-3.8716, -1.2981, -5.2156)
C (-7.0740, 1.6056, -5.1334)
H (-5.2791, -2.0140, -6.6516)
H (-5.8625, -2.2085, -5.0350)
H (-3.1732, -2.1353, -5.1500)
H (-3.8347, -0.8971, -4.2360)
H (-3.3968, -0.6134, -5.9406)
H (-7.9521, 1.2036, -5.5945)
H (-6.5028, 2.0222, -5.9290)
H (-7.2997, 2.2396, -4.2442)
O (7.0815, 2.0858, 3.0887)
C (7.1603, 0.8918, 2.8249)
O (6.1591, 0.0073, 2.9773)
C (4.9630, 0.5575, 3.4518)
C (3.9786, -0.5530, 3.6975)
C (8.3832, 0.2286, 2.2437)
H (4.5844, 1.2981, 2.6852)
H (5.0447, 1.2213, 4.3044)
H (4.4908, -1.2796, 4.4378)
H (3.6936, -1.1425, 2.8257)
H (3.0803, -0.1398, 4.1285)
H (9.1835, 0.9437, 2.1090)
H (8.0464, -0.0689, 1.2140)
H (8.7451, -0.6521, 2.8174)
O (4.8721, 3.4331, -1.6754)
C (5.2710, 3.1997, -0.5425)
O (4.9124, 2.1041, 0.1288)
C (4.0970, 1.1524, -0.5593)
C (4.0552, -0.1443, 0.1598)
C (6.1389, 4.0324, 0.3687)
H (4.5401, 1.0336, -1.5600)
H (3.1043, 1.6688, -0.6888)
H (4.9922, -0.6858, 0.1321)
H (3.3446, -0.8037, -0.3156)
H (3.6409, 0.0996, 1.1462)
H (5.5039, 4.7834, 0.8475)
H (6.8068, 4.6896, -0.1795)
H (6.6835, 3.4262, 1.1004)
O (-2.1068, 1.1978, -2.4368)
C (-3.2071, 1.6852, -2.6438)
O (-3.5149, 2.4068, -3.7562)
C (-2.4654, 2.6603, -4.6473)
C (-2.9412, 3.4978, -5.8253)
C (-4.3466, 1.6891, -1.6645)
H (-1.9979, 1.6941, -4.9841)
H (-1.6795, 3.1970, -4.0867)
H (-2.1027, 3.7469, -6.4429)
H (-3.4334, 4.5011, -5.5148)
H (-3.7099, 2.9296, -6.4019)
H (-4.0765, 1.2215, -0.7532)
H (-5.2354, 1.1535, -2.2090)
H (-4.7897, 2.6066, -1.3819)
C (0.3234, -3.2736, 5.2183)
O (0.1288, -3.9585, 3.9407)
H (-0.3497, -3.7128, 5.9493)
H (1.3687, -3.3617, 5.5555)
H (0.1244, -2.2033, 5.0202)
H (0.2654, -3.1102, 3.3812)
C (-2.8860, -6.3169, 4.3224)
O (-2.7676, -5.3271, 3.3433)
H (-2.8225, -5.9895, 5.3610)
H (-3.9101, -6.7793, 4.2809)
H (-2.1984, -7.1491, 4.1885)
H (-1.8350, -5.1412, 3.1662)
C (-5.6228, -5.7541, 1.9911)
O (-5.4762, -4.7238, 2.8918)
H (-6.6609, -5.8094, 1.6612)
H (-4.9555, -5.6650, 1.0824)
H (-5.3137, -6.7672, 2.4093)
H (-4.5817, -4.6457, 3.1467)
C (0.9687, 7.9957, 0.7129)
O (0.7582, 8.2402, -0.6386)
H (2.0301, 8.2037, 0.9638)
H (0.2850, 8.5872, 1.3487)
H (0.6797, 6.9253, 0.9239)
H (-0.1658, 8.3603, -0.8492)
C (-2.5176, 7.8169, -2.5452)
O (-2.1095, 7.8297, -1.1935)
H (-1.6919, 7.9293, -3.2732)
H (-2.9274, 6.8844, -2.7952)
H (-3.2792, 8.5414, -2.6883)
H (-1.6711, 6.9958, -1.0041)
C (4.8616, -7.6699, 3.6628)
O (4.4371, -7.1765, 2.3853)
H (5.5823, -6.9560, 4.0207)
H (3.8874, -7.6740, 4.2433)
H (5.2137, -8.6959, 3.5400)
H (5.2485, -7.0937, 1.8491)
C (0.9685, -7.7194, 1.8010)
O (0.5449, -6.7549, 0.7890)
H (1.8478, -8.3393, 1.4669)
H (1.3108, -7.2008, 2.6999)
H (0.0984, -8.3514, 1.9817)
H (1.2367, -6.1185, 0.5655)

Atom charges from the Mulliken analysis, given in e for atoms 1 to 99: -1.14, -0.74, 1.35, 0.16, -0.47, 0.39, 0.31, 0.20, 0.36, 0.40, -0.36, -0.41, 0.60, 0.18, -0.50, 0.18, -0.55, -0.63, 0.45, -0.38, -0.12, 0.17, 0.50, 0.30, -1.26, 0.14, 0.37, 0.04, -0.24, 0.16, 0.43, 0.37, 0.36, -0.22, 0.31, -0.46, -0.57, 1.14, -0.05, 0.19, -0.63, 0.40, -0.08, -0.15, -0.23, -0.25, -0.27, 0.48, -1.38, 0.30, -0.57, 0.35, -0.46, 0.43, 0.19, 0.40, 0.48, -0.33, 0.49, 0.17, -1.10, 0.87, -0.78, 0.18, -0.43, 0.25, 0.42, 0.17, -0.53, 0.19, 0.36, 0.43, 0.28, -0.51, -0.57, 0.15, -0.55, -0.21, 0.28, -0.03, 0.59, -0.14, 0.57, 0.21, -1.26, -0.13, 2.31, 0.03, -0.43, 0.35, 0.23, 0.36, -0.08, 0.38, -1.26, -0.30, -1.27, 1.21, 2.02